(1)
Below is a molecular structure, C31H38NOOsPSi in a non-equilibrium geometry, with properties calculated with the ωB97M-V functional and the def2-TZVPD basis.

Its expectation value of S² is 6.024. As for the HOMO-LUMO gap (spin up / spin down): 6.07 / 4.29 eV. The energy above the lowest of the compared OMol25 structures with the same formula, charge and spin is 0.0 kJ/mol. The value obtained for the HOMO energy (spin up / spin down) is -0.4835 / -0.4834 Ha.

```
! wB97M-V def2-TZVPD RIJCOSX def2/J DEFGRID3
* xyz 2 5
H 1.3073 -3.1056 3.1449
C 2.7497 -1.1589 2.2299
C 4.0976 -1.0700 2.6028
Si 0.5745 -1.8448 0.5474
C -1.4468 -5.1226 3.2001
C -3.8034 1.5972 -1.6707
C -1.8369 2.1344 2.1005
C 0.3601 -3.5453 2.8255
H 0.0824 3.1645 -1.2614
H -1.9256 1.2467 2.7441
C 5.0786 -1.6513 1.7889
H 3.0706 -2.9068 -0.6738
H 5.4704 -2.7945 -0.0072
C 2.3769 -1.7916 1.0407
C -2.0781 -4.6744 2.0338
H -1.5341 0.3234 -3.1057
H 1.6912 3.4103 -3.5104
H -1.5941 4.5176 -1.3464
H 0.2570 2.4054 4.1579
H 0.2443 -4.8670 4.5332
C 4.7096 -2.3195 0.6141
H 4.3675 -0.5570 3.5252
H -0.9470 5.1922 -2.8779
C 0.7491 1.8715 3.3344
H 0.2213 -5.5002 -2.8631
C 0.6873 -2.1965 -3.5878
P -0.0103 2.3730 1.7691
H -2.0722 3.8070 -2.9359
C -1.4873 -3.6604 1.2627
H -1.8999 -5.9185 3.7936
C -3.9331 2.0512 0.6973
C -0.2037 1.9827 -2.9305
O -0.1722 -0.4353 0.8088
H 0.6526 0.7855 3.4632
H -0.6871 4.6331 1.1546
H 1.0572 4.5290 1.5316
C -2.5436 1.9692 0.7928
C -1.2666 4.2795 -2.3668
H 0.8573 -0.6179 -2.1137
H -1.9907 -3.3046 0.3614
H -2.2008 1.8218 -3.7308
C 0.3285 -3.9074 -1.4048
C 0.6873 -1.6849 -2.2833
C 3.3608 -2.3839 0.2390
H 0.1461 2.1132 -3.9561
H 1.8844 4.1838 -1.9082
H 0.5383 1.3390 -2.4016
C -1.7791 1.7274 -0.3632
C 0.5221 -3.5682 -3.7988
H -4.2984 1.4295 -2.6284
H 0.1858 -4.5781 -0.5574
C -0.2466 -3.1255 1.6399
H -5.6440 1.9565 -0.6091
H -2.1926 3.0016 2.6722
H -3.0249 -5.1130 1.7143
Os 0.2243 1.3239 -0.0988
C 0.4940 -2.5323 -1.1879
H -0.1499 4.4957 2.8609
H -4.5071 2.2596 1.6010
C -0.2398 -4.5428 3.6088
C 1.2083 4.0388 -2.7577
H 1.8135 2.1345 3.2777
C -1.6238 1.4026 -2.8862
H 6.1268 -1.5879 2.0799
H 1.9854 -0.7251 2.8804
H 0.8268 -1.5206 -4.4354
C -2.4024 1.5839 -1.6145
N -0.0641 3.3700 -2.2818
C -4.5595 1.8740 -0.5369
H 0.9466 5.0055 -3.1949
C 0.3440 -4.4274 -2.7066
H 1.4843 1.1762 0.9479
C 0.0582 4.1937 1.8267
H 0.5377 -3.9643 -4.8137
*
```

These are the Mulliken partial charges, in e, on atoms 1 to 5: atom 1 (H): 0.31, atom 2 (C): 0.17, atom 3 (C): -0.98, atom 4 (Si): -1.01, atom 5 (C): -0.59

=====

(2)
Below is a molecular structure, C15H18N2O2S in a non-equilibrium geometry, with properties calculated with the ωB97M-V functional and the def2-TZVPD basis.

As for the HOMO-LUMO gap: 8.21 eV. The energy above the lowest of the compared OMol25 structures with the same formula, charge and spin is 1820.2 kJ/mol. The value obtained for the HOMO energy is -0.2858 Ha.

```
! wB97M-V def2-TZVPD RIJCOSX def2/J DEFGRID3
* xyz 0 1
H -2.3728 -3.2140 -1.1833
C -0.6810 -2.4857 0.2562
H -2.2457 2.1883 1.9905
O 3.3620 1.7110 -2.2866
H 2.8155 2.6033 -0.0118
H -0.6171 -3.1254 -1.9585
H -0.0648 1.3818 5.4082
C 0.8424 1.6292 0.0858
C 0.2220 0.7497 -0.3944
H -2.4855 -1.4740 1.1239
C 2.0356 1.9617 -0.5929
C -1.6890 -2.3293 1.2575
C -1.7514 -1.2990 -1.8300
N -0.3598 0.0545 4.3723
H -1.0258 3.1447 3.9574
H 3.7338 0.3193 -3.7066
C 2.2997 1.4375 -1.7345
H 4.6878 1.7357 -3.7869
C -1.3893 2.1159 3.5947
H -2.1438 -0.4969 -1.0663
H 1.4720 -0.0468 -3.3995
C 1.3534 0.7827 -2.3163
H -2.3882 -1.1937 -2.6201
C 0.3400 0.2628 -1.6847
C 3.8386 1.2635 -3.5912
C -1.5120 -2.5050 -1.2861
O -0.6105 -0.4060 -2.3356
H 0.7046 1.8071 1.0060
H -2.4043 -3.2656 1.3028
C -0.9167 -0.6261 3.0825
C -1.6124 1.4597 2.6015
C -0.5305 1.1664 4.6152
S -1.0249 -2.1340 2.8110
H -0.9600 0.4896 -0.0357
H 3.2442 1.4724 -4.3202
H -0.3578 -3.4396 0.2636
N -1.7221 0.1741 2.2964
H -0.0862 -1.8696 0.1158
*
```

These are the Mulliken partial charges, in e, on atoms 1 to 5: atom 1 (H): 0.36, atom 2 (C): -1.76, atom 3 (H): 0.19, atom 4 (O): -0.48, atom 5 (H): 0.23

=====

(3)
Below is a molecular structure, C23H39Br4GeO2PSi3Zr in a non-equilibrium geometry, with properties calculated with the ωB97M-V functional and the def2-TZVPD basis.

Its expectation value of S² is 0.758. As for the HOMO-LUMO gap (spin up / spin down): 5.65 / 5.02 eV. The energy above the lowest of the compared OMol25 structures with the same formula, charge and spin is 0.0 kJ/mol. The value obtained for the HOMO energy (spin up / spin down) is -0.3944 / -0.3943 Ha.

```
! wB97M-V def2-TZVPD RIJCOSX def2/J DEFGRID3
* xyz 1 2
H 1.5169 -2.5857 -1.6283
H -2.3060 -4.0099 -2.7518
C 3.6285 -2.8736 0.2567
H 4.0539 2.5474 -0.8720
C -1.2895 3.5826 -2.2527
H -2.9598 0.9701 -2.1437
Zr 1.1699 0.6347 0.2571
C 0.6428 -3.2631 -1.7144
H -0.3764 1.7586 0.2571
H -1.9207 2.1434 -1.2328
H 2.1285 5.2019 1.4978
C 5.0276 -3.0356 0.2566
Si -0.9308 -2.2603 -1.6903
H -3.3291 -2.8289 -1.8426
H -3.3138 -2.8449 2.3594
H -1.5750 3.3006 -3.2629
H -1.9123 2.1219 1.7959
C 5.2663 -0.6194 0.2567
H -0.0364 -0.4583 -3.1233
C 3.8533 -0.4426 0.2569
C 0.3583 3.5626 -0.4569
H -2.4966 5.2049 0.4713
C -2.3769 -3.4343 2.3197
Ge -1.0588 -0.9852 0.2571
H -1.8387 -0.5881 -3.2694
H 2.6331 5.4199 -0.1889
Si -2.8986 0.4465 0.2723
C -4.4909 -0.5260 0.2700
C -2.3901 -3.4158 -1.8189
H 0.7025 -3.8234 -2.6698
H -4.5415 -1.1555 -0.6399
H -3.1467 4.5935 -1.8447
C -0.8611 -1.1948 3.7050
H -2.4004 -4.1011 -0.9488
C 3.0144 2.6788 -1.1885
H 0.7225 -3.8602 3.1356
C -2.1728 4.3067 -1.4576
C -2.8604 1.5464 1.7793
O 3.2353 0.6724 0.2571
H -1.8019 -0.6235 3.7951
H -0.0008 -0.4984 3.6327
H 0.6135 2.6292 -2.4022
Br 2.4693 -4.4257 0.2568
C -0.8950 -1.1569 -3.1947
Br 7.7702 -2.0923 0.2563
H -3.7180 2.2487 1.7389
H -2.9470 0.9359 2.6956
H 3.7168 4.6370 0.9724
H -0.7457 -1.8320 4.6056
H -0.3043 4.5473 1.3599
C -0.0371 3.2082 -1.7536
C 2.6708 4.7399 0.6678
P 1.9681 3.0914 0.2571
C -0.5548 4.2777 0.3359
H -0.7862 -1.7840 -4.1032
H 2.6935 1.7396 -1.6488
C 5.8526 -1.9000 0.2566
H -4.5363 -1.1684 1.1711
H 0.6445 -4.0047 1.3451
H 2.9955 3.4641 -1.9503
Si -0.9155 -2.2819 2.1892
C -1.8072 4.6511 -0.1603
H 1.5304 -2.6142 2.0989
H -2.2854 -4.0390 3.2450
Br 5.8030 -4.7999 0.2563
O 1.7723 -1.3413 0.2571
C -2.8686 1.5674 -1.2193
H -5.3493 0.1764 0.2775
Br 6.3842 0.9627 0.2567
H -3.7261 2.2689 -1.1645
H -2.3981 -4.1099 1.4422
C 0.6550 -3.2897 2.1867
C 3.0237 -1.5845 0.2569
H 0.6433 -3.9869 -0.8802
*
```

These are the Mulliken partial charges, in e, on atoms 1 to 5: atom 1 (H): -0.03, atom 2 (H): 0.41, atom 3 (C): 0.10, atom 4 (H): 0.30, atom 5 (C): -0.60

=====

(4)
Below is a molecular structure, CrN5O15 in a non-equilibrium geometry, with properties calculated with the ωB97M-V functional and the def2-TZVPD basis.

Its expectation value of S² is 3.782. As for the HOMO-LUMO gap (spin up / spin down): 7.53 / 8.62 eV. The energy above the lowest of the compared OMol25 structures with the same formula, charge and spin is 88.9 kJ/mol. The value obtained for the HOMO energy (spin up / spin down) is -0.1281 / -0.1274 Ha.

```
! wB97M-V def2-TZVPD RIJCOSX def2/J DEFGRID3
* xyz -2 4
O 24.3604 -3.8747 -19.0984
N 20.4059 -4.2732 -16.4143
O 19.3389 -4.3379 -15.8534
O 25.4230 -6.7968 -16.7375
N 24.2076 -6.9724 -16.9049
O 21.5330 -3.5797 -19.4312
O 21.3059 -3.3817 -16.3032
O 25.9869 -3.2927 -15.5727
O 26.0439 -3.5251 -20.3957
N 25.6370 -3.8991 -19.2881
N 25.0458 -2.5621 -15.8521
O 20.8509 -5.1167 -17.2313
O 26.3587 -4.2952 -18.3868
O 23.9656 -3.0554 -16.3499
N 21.6159 -2.3176 -19.4563
O 22.3417 -1.9788 -18.4881
Cr 22.7644 -4.0112 -17.6962
O 21.0467 -1.5947 -20.2382
O 25.0646 -1.3242 -15.7480
O 23.6820 -8.0805 -16.8158
O 23.4983 -5.9326 -17.1642
*
```

These are the Mulliken partial charges, in e, on atoms 1 to 5: atom 1 (O): -0.32, atom 2 (N): 1.48, atom 3 (O): -0.66, atom 4 (O): -0.54, atom 5 (N): 0.72

=====

- What is the formula in the first record?
  C31H38NOOsPSi

=====

- Which formula does entry 3 have?
  C23H39Br4GeO2PSi3Zr